[1]
18
Properties=species:S:1:pos:R:3:mulliken_charge:R:1 method="wB97M-V/def2-TZVPD" s_squared=0.7504 multiplicity=2 orbital_gap_ev="4.74 / 7.89" e_tot_ev=-16226.7569 e_lumo_ha="-0.013 / -0.017"
O 2.7391 0.1189 2.6238 -0.4780
C 3.0263 1.1191 3.2102 0.7622
O 3.8144 1.5235 4.0116 -0.4859
O 1.4858 3.4254 1.6155 -0.5773
C 1.4937 2.7621 2.6499 0.1403
O 0.4885 3.2360 3.5065 -0.1549
C 0.1438 2.5040 4.6842 -0.5693
C -1.2312 2.8428 5.1952 -0.5548
O -2.1432 2.8129 4.1188 -0.2507
C -3.4921 2.9681 4.5129 -0.7485
Ba -0.6215 5.0973 1.8821 0.6170
H 0.8899 2.7868 5.4375 0.3489
H 0.1522 1.4458 4.3941 0.3985
H -1.2409 3.8316 5.6845 0.3576
H -1.5120 2.0977 5.9588 0.3470
H -4.0697 3.1601 3.6016 0.2465
H -3.8144 2.0529 5.0345 0.2771
H -3.6408 3.8284 5.1847 0.3243


[2]
63
Properties=species:S:1:pos:R:3:mulliken_charge:R:1 method="wB97M-V/def2-TZVPD" s_squared=2.0067 multiplicity=3 orbital_gap_ev="6.48 / 6.00" e_tot_ev=-60660.5748 e_lumo_ha="0.010 / -0.087"
P -3.8564 5.2701 -0.2166 0.8545
P -5.4786 3.0961 -1.7123 0.8416
C -5.3583 5.8622 -1.2009 -1.1391
C -6.3614 4.7356 -1.3905 -1.1570
H -5.0015 6.2582 -2.1653 0.4541
H -5.8268 6.6834 -0.6361 0.4758
H -7.0063 4.6083 -0.5059 0.4566
H -6.9995 4.9500 -2.2620 0.4651
C -5.6107 3.2208 -3.5562 -1.4695
H -5.3757 2.2429 -3.9921 0.3750
H -4.9107 3.9740 -3.9396 0.3359
H -6.6429 3.5082 -3.8158 0.4475
C -6.9921 2.0782 -1.4511 -1.4078
H -7.8173 2.4941 -2.0549 0.3903
H -7.2633 2.0985 -0.3881 0.3683
H -6.7796 1.0493 -1.7608 0.3905
C -2.8444 6.7600 -0.6031 -1.3705
H -1.9464 6.7435 0.0242 0.3960
H -3.4380 7.6664 -0.3930 0.3813
H -2.5583 6.7396 -1.6621 0.3545
C -4.5139 5.8638 1.4104 -1.4448
H -5.3296 5.2139 1.7518 0.3428
H -4.8885 6.8928 1.2825 0.4271
H -3.6997 5.8516 2.1437 0.3744
Pd -0.0954 0.1366 0.1619 0.3657
C -2.2872 -0.1591 -0.3594 -0.4356
C -1.6755 0.2479 -1.5342 -0.3348
C -1.6799 1.6464 -2.0595 0.0192
C -0.4828 2.5461 -1.6655 -0.7728
C 0.0343 2.3672 -0.2784 -0.3113
C -0.7421 2.1244 0.8587 -0.5069
C -2.2475 2.1008 0.8871 0.3770
C -2.9193 0.7259 0.6596 -0.8267
C 1.7421 0.2322 0.9861 -1.2158
H -2.4760 -1.2387 -0.2369 0.6527
H -1.3941 -0.5458 -2.2498 0.5050
H -2.6161 2.1611 -1.7861 -0.6218
H -1.6810 1.6004 -3.1659 0.5807
H 0.3645 2.3136 -2.3289 0.4117
H -0.7706 3.5897 -1.8759 0.2897
H 1.0999 2.5715 -0.1277 0.5984
H -0.2169 2.1474 1.8249 0.4063
H -2.6546 2.8386 0.1804 -0.9271
H -2.5516 2.4349 1.8957 0.6235
H -2.8752 0.1536 1.6039 0.3703
H -3.9887 0.9104 0.4617 0.2603
H 1.9055 -0.6433 1.6375 0.3031
H 1.7813 1.1759 1.5595 0.4595
H 2.5065 0.2304 0.1930 0.2506
C 1.9591 -2.3467 -1.1832 -2.0056
C 0.7528 -2.9035 -0.4334 1.2930
O -0.0620 -2.0265 0.1966 -0.7720
C -0.1219 -3.7154 -1.4927 0.5326
F 0.5978 -4.6809 -2.1465 -0.2743
F -1.2053 -4.3060 -0.9513 -0.2512
F -0.5646 -2.8416 -2.4453 -0.2424
C 1.3116 -3.9399 0.6571 0.6136
F 2.1370 -4.8912 0.1106 -0.2831
F 2.0541 -3.2691 1.5865 -0.2513
F 0.3320 -4.5918 1.3230 -0.2467
H 1.6270 -1.5779 -1.8815 0.3661
H 2.4382 -3.1607 -1.7437 0.4863
H 2.6719 -1.9115 -0.4846 0.3716


[3]
129
Properties=species:S:1:pos:R:3:mulliken_charge:R:1 method="wB97M-V/def2-TZVPD" total_charge=-1 s_squared=0.7504 multiplicity=2 orbital_gap_ev="1.74 / 9.08" e_tot_ev=-66482.1231 e_lumo_ha="0.084 / 0.084"
O 2.1059 0.8570 2.1080 0.4735
H 1.7419 0.2191 2.7220 0.5561
H 2.9910 1.0239 2.4321 -0.6734
O -0.2765 1.1779 0.7816 -0.0236
H 0.4701 0.8671 1.2936 0.1284
H -0.0545 2.0818 0.5580 -0.1719
O -3.3776 0.7989 0.1893 -0.7422
H -2.4443 0.9677 0.3187 0.2522
H -3.5015 -0.1032 0.4844 0.3155
C -6.6404 -4.6980 5.8942 -0.8573
O -5.7039 -4.5474 4.9473 -0.2420
C -5.1955 -5.7564 4.3561 -0.8284
C -4.0682 -5.4912 3.3939 -0.3393
N -4.5216 -4.7381 2.2658 -0.3741
C -3.5096 -4.3821 1.2383 -1.1870
C -2.4159 -3.3323 1.6734 1.1567
O -3.2106 -2.2882 2.2601 -0.5366
C -2.2876 -1.3351 2.7994 -0.2429
H -7.2356 -3.8395 6.2053 0.2682
H -6.1449 -4.8721 6.8494 0.3193
H -7.4380 -5.4208 5.7225 0.3148
H -5.9536 -6.3700 3.8696 0.3522
H -4.8974 -6.4089 5.1768 0.4516
H -3.5681 -6.4315 3.1618 0.4258
H -3.2439 -5.0058 3.9165 0.1889
H -4.6858 -3.8297 2.6755 0.3689
H -3.9993 -3.9554 0.3630 0.3578
H -2.8874 -5.2168 0.9151 0.3981
H -1.9318 -2.8593 0.8190 -0.1434
H -1.5945 -3.6777 2.3011 -0.1389
H -1.8352 -0.7062 2.0327 -0.0395
H -1.4208 -1.7285 3.3305 0.1511
H -2.7872 -0.7747 3.5896 0.2299
C 0.5056 -4.1224 -0.4897 -0.8084
O -0.4593 -3.2807 -1.0627 -0.3168
C -0.1111 -1.8726 -1.0195 -0.2819
C -1.2144 -1.1316 -1.8015 -0.4148
N -1.1720 -1.5886 -3.2427 -0.3638
C -2.3305 -1.0527 -4.0534 -0.5617
C -2.2898 -1.5376 -5.5316 -0.6585
O -2.9267 -2.8703 -5.6010 -0.2982
C -2.7577 -3.4566 -6.9207 -0.7477
H 1.4692 -3.9979 -0.9837 0.4559
H 0.2640 -5.1838 -0.5449 0.3688
H 0.7628 -3.9792 0.5598 -0.1232
H 0.8664 -1.5596 -1.3863 0.6058
H -0.1039 -1.5526 0.0225 0.2206
H -1.0835 -0.0600 -1.6506 0.0075
H -2.2057 -1.3167 -1.3878 0.3877
H -1.2426 -2.5936 -3.1724 0.3043
H -2.2205 0.0313 -4.0215 0.3156
H -3.2559 -1.3947 -3.5899 0.3489
H -1.3374 -1.4265 -6.0499 0.4034
H -2.9863 -0.8357 -5.9902 0.3863
H -1.9219 -3.1050 -7.5257 0.2932
H -3.6244 -3.0913 -7.4717 0.2933
H -2.8653 -4.5406 -6.9597 0.2658
C 4.6080 2.5928 -8.5001 -0.7552
O 3.4382 2.4958 -7.7734 -0.2448
C 3.1857 3.4478 -6.7864 -0.6846
C 1.9208 2.9195 -6.0704 -0.3256
N 1.4371 3.8427 -5.0218 -0.5317
C 0.2556 3.2942 -4.3245 -1.0021
C 0.5354 2.0627 -3.4971 0.1179
O 1.6012 2.3052 -2.5322 -0.0219
C 2.0227 1.0973 -1.9111 -0.9986
H 4.6104 3.5402 -9.0391 0.2906
H 4.6419 1.7546 -9.1961 0.2248
H 5.4468 2.5140 -7.8084 0.3147
H 2.9406 4.4348 -7.1787 0.3724
H 3.9937 3.6447 -6.0818 0.3436
H 2.2121 1.9935 -5.5746 0.2208
H 1.1551 2.6632 -6.8026 0.3388
H 2.1589 3.7905 -4.3172 0.3322
H -0.5408 3.0571 -5.0300 0.4224
H -0.1194 4.1165 -3.7152 0.2115
H 0.8655 1.2582 -4.1543 0.6488
H -0.3845 1.6289 -3.1048 -0.1997
H 3.0607 1.2626 -1.6224 0.4460
H 1.9894 0.2481 -2.5936 0.4503
H 1.4362 0.8549 -1.0249 -0.1734
C 0.8395 -4.9890 3.6816 -0.9961
O 0.9177 -3.5906 3.7731 -0.1995
C 2.0586 -2.9646 3.1549 -0.9397
C 2.4079 -1.6644 3.8276 -1.3489
N 1.1717 -0.8620 3.9528 0.9215
C 1.2725 0.0707 5.0651 -1.5911
C 0.1708 1.1732 5.0505 -0.5091
O -1.0461 0.5763 5.5071 -0.3130
C -2.1548 1.4278 5.6235 -0.8479
H 1.0226 -5.3385 2.6655 0.2941
H -0.1392 -5.4280 3.8750 0.1350
H 1.5464 -5.5041 4.3320 0.4786
H 1.8404 -2.8180 2.0971 -0.0647
H 2.9654 -3.5606 3.2578 0.7806
H 3.1554 -1.0220 3.3620 0.4802
H 2.7836 -1.9176 4.8190 0.3943
H 0.4614 -1.5629 4.1089 -0.0905
H 2.2420 0.5634 5.1398 0.9269
H 1.0473 -0.4094 6.0174 0.4897
H 0.0187 1.6192 4.0677 -0.0276
H 0.4388 1.9502 5.7665 0.5643
H -1.9444 2.2619 6.2929 0.3575
H -3.0549 0.9970 6.0620 0.2715
H -2.4054 1.8149 4.6358 0.2998
C -1.9479 3.9639 -1.1263 -0.6954
O -0.7978 3.6517 -0.2948 -0.3129
C 0.3254 4.4677 -0.4790 -0.6608
C 1.5018 3.9806 0.4683 -0.0531
N 2.4947 5.0186 0.5029 -0.2712
C 3.8314 4.4318 0.9505 -0.1969
C 5.0068 5.4000 0.8849 -0.6520
O 6.1399 4.7945 1.4896 -0.0440
C 7.2389 5.7778 1.4198 -0.8680
H -1.5800 4.1704 -2.1314 0.1659
H -2.4052 4.9105 -0.8382 0.3404
H -2.7291 3.2049 -1.1666 0.2225
H 0.1282 5.5191 -0.2702 0.4564
H 0.6291 4.4371 -1.5254 0.1169
H 1.8984 3.0376 0.0920 -0.1413
H 1.1190 3.9342 1.4878 0.1449
H 2.5707 5.2985 -0.4646 0.2778
H 3.9877 3.5860 0.2810 0.0272
H 3.8575 4.0974 1.9876 0.1431
H 4.7019 6.2725 1.4628 0.3203
H 5.0767 5.7539 -0.1436 0.2845
H 7.0045 6.6999 1.9518 0.3022
H 7.5273 6.0045 0.3934 0.3039
H 8.0963 5.2388 1.8228 0.2760